1.
{
  "formula": "C2H6O2Pd",
  "method": "the ωB97M-V functional and the def2-TZVPD basis",
  "elements": ["C", "C", "O", "H", "H", "H", "H", "H", "Pd", "O", "H"],
  "xyz": [[-1.909, -1.252, 0.169], [-1.456, -0.168, -0.765], [-1.221, 1.043, -0.235], [-1.760, -0.972, 1.220], [-2.966, -1.504, -0.021], [-1.296, -2.147, -0.027], [-1.917, -0.204, -1.772], [0.044, 1.189, -0.376], [0.354, -1.084, -1.404], [1.159, 0.317, -0.985], [1.994, 0.357, -0.514]],
  "forces_ev_per_angstrom": [[-0.070, -0.189, 0.161], [-1.672, 0.285, -0.121], [4.011, 0.719, -0.443], [-0.094, 0.003, -0.341], [0.294, -0.114, 0.192], [-0.393, -0.318, 0.337], [-0.062, 0.340, 0.305], [-3.423, -1.054, 0.026], [-4.696, -10.442, -3.490], [5.822, 10.627, 3.102], [0.284, 0.143, 0.272]],
  "mulliken_spin": [-0.079, 0.612, 0.063, -0.005, 0.028, 0.037, 0.015, 0.037, 1.015, 0.272, 0.006],
  "homo_lumo_gap_ev": [5.8, 8.0],
  "homo_energy_ha": [-0.2248, -0.3357],
  "fmax_ha_per_bohr": 0.2432,
  "e_lumo_ev": [-0.321, -1.093],
  "spin_multiplicity": 3,
  "total_energy_ha": -357.916512,
  "s2": 2.008
}

***

2.
{
  "formula": "H19O10",
  "method": "the ωB97M-V functional and the def2-TZVPD basis",
  "elements": ["O", "H", "H", "O", "H", "H", "O", "H", "H", "O", "H", "H", "O", "H", "H", "O", "H", "H", "O", "H", "H", "O", "H", "H", "O", "H", "O", "H", "H"],
  "xyz": [[0.608, -1.940, 0.615], [1.265, -2.090, 1.298], [-2.937, -1.367, 2.585], [-1.815, -2.570, -2.023], [-2.377, -1.867, -1.673], [1.517, -0.645, 0.178], [3.881, 1.717, -0.748], [-0.978, -2.096, -1.957], [4.244, 0.908, -0.412], [1.806, 0.175, -3.783], [-0.052, 1.019, 1.520], [-0.097, -1.443, 1.053], [-0.941, 0.725, 1.721], [2.265, -0.524, -1.049], [0.963, 0.124, -4.240], [-2.324, 2.534, 0.637], [-2.870, 2.409, 1.413], [-1.635, 1.801, 0.750], [-0.646, 3.700, -1.626], [-1.240, 3.568, -2.376], [-0.256, -3.191, 2.817], [-0.088, -2.369, 3.303], [-0.898, -1.959, 2.820], [-1.348, -0.310, 1.907], [-2.128, -1.318, 2.085], [2.993, 2.024, -0.607], [2.262, -0.081, -0.191], [1.660, 0.204, -2.835], [-0.832, 2.861, -1.180]],
  "forces_ev_per_angstrom": [[0.006, 0.088, -0.637], [-0.198, -0.218, 0.534], [-0.023, 0.382, 0.221], [0.128, 0.780, -0.039], [-0.512, -0.316, 0.156], [0.666, 0.603, 0.048], [2.220, 2.192, -1.642], [0.389, -0.503, -0.023], [-1.343, -0.342, 0.666], [0.503, -0.130, -0.340], [0.345, -0.689, 0.327], [-0.225, -0.240, 0.134], [0.359, 0.162, -0.303], [0.616, 0.255, -0.107], [-0.174, 0.006, 0.356], [0.484, -0.073, -0.849], [0.006, -0.122, 0.159], [-1.149, 0.488, 0.604], [-0.286, -0.745, -0.530], [0.126, 0.528, -0.124], [0.743, -0.475, 0.506], [-0.833, -0.490, -1.030], [0.011, 0.706, 1.049], [-0.769, 0.711, 0.249], [0.866, -0.750, -0.678], [-0.307, -1.235, 0.758], [-1.428, -1.173, -0.076], [-0.361, 0.235, -0.039], [0.140, 0.367, 0.650]],
  "lowdin_charge": [-0.047, 0.057, -0.018, -0.064, 0.036, -0.002, -0.079, 0.018, 0.013, -0.048, 0.016, 0.016, -0.202, 0.025, 0.031, -0.139, 0.011, -0.013, -0.072, 0.029, 0.018, -0.155, -0.029, -0.035, -0.300, 0.017, -0.100, 0.006, 0.009],
  "charge": -1,
  "homo_lumo_gap_ev": 8.9,
  "homo_energy_ha": -0.2298,
  "fmax_ha_per_bohr": 0.0685,
  "e_lumo_ev": 2.639,
  "total_energy_ha": -763.805338,
  "relative_energy_kcal_mol": 53.4
}

***

3.
{
  "formula": "C25H65BGaO9S",
  "method": "the ωB97M-V functional and the def2-TZVPD basis",
  "elements": ["C", "B", "O", "Ga", "S", "C", "C", "O", "O", "C", "C", "C", "C", "H", "H", "H", "H", "H", "H", "H", "H", "H", "H", "H", "H", "H", "H", "H", "H", "H", "C", "C", "C", "O", "H", "H", "H", "H", "H", "H", "H", "H", "C", "C", "C", "O", "H", "H", "H", "H", "H", "H", "H", "H", "C", "C", "C", "O", "H", "H", "H", "H", "H", "H", "H", "H", "C", "C", "C", "O", "H", "H", "H", "H", "H", "H", "H", "H", "C", "C", "C", "O", "H", "H", "H", "H", "H", "H", "H", "H", "C", "C", "C", "O", "H", "H", "H", "H", "H", "H", "H", "H"],
  "xyz": [[-4.293, -6.377, -1.267], [-3.613, -5.052, -1.963], [-4.542, -4.161, -2.745], [-1.616, -4.505, -1.915], [-0.569, -5.581, -3.690], [-0.675, -4.765, -0.093], [-0.491, -6.325, 0.382], [-1.466, -7.175, 0.714], [0.906, -6.857, 0.513], [-1.554, -2.466, -2.378], [-1.578, -1.484, -1.066], [-0.141, -1.392, -0.254], [-2.778, -1.787, 0.010], [-3.843, -6.632, -0.216], [-4.274, -7.305, -2.015], [-5.454, -6.171, -1.077], [-5.455, -4.226, -2.322], [-0.662, -4.666, -4.782], [-1.155, -4.103, 0.774], [0.429, -4.328, -0.222], [1.414, -6.162, 1.056], [-0.590, -2.318, -3.059], [-2.562, -2.247, -2.979], [-1.776, -0.382, -1.480], [-0.110, -0.302, 0.230], [-0.064, -2.140, 0.655], [0.802, -1.535, -0.934], [-2.394, -2.280, 1.015], [-3.673, -2.414, -0.417], [-3.232, -0.729, 0.324], [0.946, 2.558, 3.012], [0.031, 1.362, 2.801], [-0.433, 0.779, 4.127], [0.725, 0.361, 2.061], [1.847, 2.269, 3.565], [1.282, 2.959, 2.050], [0.436, 3.353, 3.565], [-0.839, 1.664, 2.208], [0.419, 0.427, 4.719], [-1.081, -0.088, 3.960], [-0.984, 1.520, 4.713], [1.498, 0.086, 2.581], [-3.226, -7.903, -7.001], [-2.399, -6.785, -7.615], [-0.981, -7.244, -7.916], [-2.356, -5.680, -6.716], [-2.791, -8.236, -6.052], [-4.240, -7.554, -6.779], [-3.291, -8.762, -7.676], [-2.877, -6.438, -8.538], [-0.467, -7.554, -6.999], [-0.395, -6.425, -8.346], [-0.979, -8.083, -8.619], [-1.934, -5.979, -5.893], [-4.433, 2.348, 1.029], [-3.511, 2.770, -0.103], [-4.275, 3.494, -1.200], [-2.877, 1.617, -0.651], [-5.205, 1.658, 0.669], [-3.872, 1.817, 1.805], [-4.925, 3.215, 1.482], [-2.723, 3.423, 0.288], [-5.040, 2.845, -1.639], [-3.600, 3.782, -2.014], [-4.761, 4.396, -0.814], [-3.569, 1.032, -1.001], [5.627, 4.723, 4.609], [4.932, 3.931, 3.513], [4.617, 4.807, 2.311], [3.723, 3.378, 4.025], [4.989, 5.539, 4.968], [5.837, 4.083, 5.472], [6.570, 5.149, 4.251], [5.569, 3.096, 3.202], [3.943, 5.625, 2.589], [4.106, 4.227, 1.535], [5.529, 5.235, 1.884], [3.151, 4.113, 4.303], [-3.399, 2.245, -4.773], [-2.572, 3.363, -5.387], [-1.154, 2.904, -5.688], [-2.530, 4.468, -4.487], [-2.964, 1.912, -3.824], [-4.413, 2.594, -4.550], [-3.464, 1.386, -5.448], [-3.050, 3.710, -6.310], [-0.640, 2.594, -4.771], [-0.568, 3.723, -6.118], [-1.152, 2.064, -6.390], [-2.107, 4.169, -3.665], [9.141, 5.790, 8.482], [7.751, 5.703, 7.872], [6.813, 4.885, 8.746], [7.838, 5.103, 6.582], [9.588, 4.794, 8.583], [9.809, 6.371, 7.837], [9.111, 6.261, 9.469], [7.344, 6.711, 7.739], [7.177, 3.857, 8.856], [5.820, 4.820, 8.288], [6.713, 5.329, 9.741], [8.199, 4.208, 6.691]],
  "forces_ev_per_angstrom": [[-1.548, -0.211, 0.399], [-2.377, -0.037, -0.967], [0.082, -1.534, 2.759], [-0.373, 1.503, -0.231], [0.346, 0.484, -1.656], [2.485, -1.022, 1.954], [-3.391, -2.667, 2.087], [5.836, 5.055, -2.272], [-1.972, 2.445, 0.931], [-0.240, 0.586, 0.173], [0.570, 0.604, -0.577], [-0.514, 0.983, 0.454], [-0.403, 0.859, 0.345], [-0.592, 0.179, -2.200], [0.233, 1.882, 1.707], [2.040, -0.469, -0.376], [1.605, -0.222, -1.075], [0.044, -0.860, 1.714], [0.716, -1.831, -1.858], [-2.238, -1.008, 0.298], [-1.193, -1.278, -1.529], [-2.078, 0.221, 1.405], [2.274, -0.428, 0.992], [0.485, -2.269, 1.010], [0.128, -2.606, -1.200], [-0.236, 1.376, -1.922], [-1.879, 0.249, 1.101], [-0.724, 0.872, -2.152], [1.860, 1.059, 0.652], [0.914, -2.261, -0.471], [0.028, 0.108, -0.108], [0.457, -0.041, 0.403], [-0.344, -0.161, 0.075], [0.174, 0.128, 0.271], [-0.266, -0.020, -0.062], [-0.096, -0.047, 0.109], [0.019, -0.006, -0.010], [0.140, -0.244, -0.116], [0.017, 0.163, -0.049], [0.042, 0.169, -0.031], [0.054, -0.075, 0.001], [-0.319, 0.157, -0.189], [-0.335, -0.139, -0.010], [0.303, -0.060, 0.711], [0.258, 0.020, -0.250], [-0.128, 0.006, -0.406], [0.086, 0.049, -0.147], [0.142, -0.014, -0.094], [-0.005, 0.011, 0.059], [0.023, 0.129, 0.153], [-0.167, -0.025, -0.036], [-0.134, -0.094, 0.009], [0.039, 0.025, 0.040], [-0.094, 0.107, 0.070], [0.065, 0.003, 0.368], [-0.582, -0.400, -0.248], [0.132, 0.298, -0.143], [0.097, 0.207, -0.025], [0.035, 0.136, -0.071], [-0.034, 0.112, -0.101], [-0.002, -0.089, -0.023], [0.060, -0.215, -0.106], [0.018, 0.019, 0.145], [-0.137, 0.012, 0.164], [0.008, -0.066, -0.080], [0.308, 0.143, 0.135], [0.204, -0.289, 0.037], [-0.210, 0.743, 0.188], [-0.009, -0.143, -0.387], [-0.007, -0.103, 0.146], [0.018, 0.018, -0.148], [0.007, 0.126, -0.254], [-0.128, -0.034, 0.155], [-0.253, -0.029, 0.102], [0.136, -0.009, 0.095], [0.132, 0.043, 0.096], [-0.114, -0.004, 0.033], [0.271, -0.287, -0.151], [-0.311, -0.098, -0.060], [0.286, -0.489, 0.460], [0.214, 0.083, -0.274], [-0.016, 0.357, 0.161], [0.109, -0.026, -0.138], [0.111, -0.016, -0.115], [0.011, 0.053, 0.131], [0.044, 0.177, 0.212], [-0.166, -0.097, -0.049], [-0.133, -0.091, -0.011], [0.042, 0.062, 0.115], [-0.146, 0.035, -0.408], [0.229, 0.304, 0.007], [0.292, -0.595, 0.258], [-0.363, 0.065, 0.056], [0.145, 0.025, -0.077], [-0.155, 0.026, 0.072], [-0.146, -0.022, 0.101], [0.048, -0.073, -0.079], [0.046, -0.177, -0.207], [0.102, 0.123, 0.042], [0.135, 0.083, 0.071], [-0.001, -0.091, -0.079], [-0.148, 0.389, -0.004]],
  "lowdin_charge": [-0.117, -0.465, -0.085, 0.157, 0.279, -0.182, -0.344, -0.067, -0.069, -0.271, -0.432, -0.115, -0.104, 0.053, 0.085, 0.055, 0.079, -0.179, 0.069, 0.069, 0.109, 0.056, 0.068, 0.100, 0.068, 0.060, 0.083, 0.073, 0.078, 0.060, -0.071, -0.489, -0.063, -0.080, 0.060, 0.084, 0.080, 0.134, 0.080, 0.081, 0.076, 0.102, -0.069, -0.507, -0.071, -0.086, 0.085, 0.078, 0.072, 0.132, 0.082, 0.077, 0.072, -0.005, -0.066, -0.498, -0.058, -0.083, 0.084, 0.074, 0.077, 0.138, 0.086, 0.057, 0.081, 0.081, -0.075, -0.491, -0.064, -0.080, 0.085, 0.068, 0.079, 0.142, 0.081, 0.080, 0.079, 0.092, -0.063, -0.502, -0.066, -0.071, 0.075, 0.078, 0.085, 0.136, 0.085, 0.076, 0.082, 0.080, -0.069, -0.499, -0.065, -0.077, 0.081, 0.080, 0.079, 0.141, 0.083, 0.079, 0.080, 0.099],
  "charge": -1,
  "homo_lumo_gap_ev": 5.9,
  "homo_energy_ha": -0.1559,
  "fmax_ha_per_bohr": 0.1565,
  "e_lumo_ev": 1.708,
  "total_energy_ha": -4016.450241
}

***

4.
{
  "formula": "C5H11N3S",
  "method": "the ωB97M-V functional and the def2-TZVPD basis",
  "elements": ["C", "N", "N", "C", "C", "C", "N", "C", "S", "H", "H", "H", "H", "H", "H", "H", "H", "H", "H", "H"],
  "xyz": [[2.747, -0.398, 1.888], [1.341, -0.219, 1.478], [1.015, -0.165, 0.100], [-0.080, 0.788, -0.082], [-1.098, 0.190, -1.059], [0.408, 2.164, -0.562], [-0.568, 0.769, 1.315], [0.294, 0.217, 2.236], [0.261, 0.542, 3.856], [3.369, 0.357, 1.407], [2.865, -0.261, 2.983], [3.099, -1.422, 1.599], [0.715, -1.061, -0.243], [-0.642, 0.065, -2.043], [-1.925, 0.900, -1.093], [-1.495, -0.787, -0.735], [-0.411, 2.889, -0.612], [1.172, 2.580, 0.095], [0.833, 2.060, -1.587], [-1.315, 1.376, 1.643]],
  "forces_ev_per_angstrom": [[-0.401, -0.611, 0.128], [0.175, -0.872, 0.366], [1.350, 0.418, -0.547], [0.106, -0.716, 1.008], [-0.049, 0.186, 0.403], [0.027, -0.186, -0.454], [-1.376, 0.187, 0.141], [0.975, 2.287, -1.392], [-0.155, -0.564, 0.253], [-0.068, -0.056, -0.211], [-0.502, -0.202, -0.719], [-0.239, 0.896, 0.264], [-0.044, -0.531, 0.284], [-0.124, 0.187, -0.014], [-0.112, -0.152, -0.385], [0.268, 0.418, 0.104], [-0.005, -0.165, 0.035], [0.029, -0.180, 0.047], [-0.254, 0.048, 0.737], [0.398, -0.392, -0.047]],
  "lowdin_charge": [-0.041, -0.171, 0.058, -0.553, -0.028, -0.020, 0.057, -0.863, 0.569, 0.078, 0.064, 0.090, 0.113, 0.086, 0.083, 0.090, 0.079, 0.081, 0.093, 0.134],
  "homo_lumo_gap_ev": 8.8,
  "homo_energy_ha": -0.2972,
  "fmax_ha_per_bohr": 0.0554,
  "smiles": "CN1NC(C)(C)NC1=S",
  "e_lumo_ev": 0.722,
  "total_energy_ha": -759.548139,
  "relative_energy_kcal_mol": 1.5
}

***

5.
{
  "formula": "C4H8O3",
  "method": "the ωB97M-V functional and the def2-TZVPD basis",
  "elements": ["O", "C", "C", "O", "C", "C", "O", "H", "H", "H", "H", "H", "H", "H", "H"],
  "xyz": [[-0.237, -1.130, -1.609], [-0.522, -0.351, -0.720], [-1.603, -0.699, 0.278], [-2.175, -1.941, 0.011], [0.230, 0.946, -0.525], [1.546, 0.687, 0.156], [1.341, 0.160, 1.454], [-1.131, -0.662, 1.273], [-2.363, 0.099, 0.257], [-1.685, -2.292, -0.752], [0.461, 1.388, -1.494], [-0.340, 1.652, 0.089], [2.185, 0.001, -0.417], [2.106, 1.638, 0.269], [2.187, 0.502, 1.729]],
  "forces_ev_per_angstrom": [[-0.140, 0.270, 0.326], [0.083, -0.220, -0.219], [0.119, 0.258, 0.025], [0.050, -0.086, -0.093], [-0.118, 0.128, -0.142], [0.203, 0.315, -0.764], [0.467, 0.370, -0.200], [-0.082, -0.033, -0.104], [0.093, -0.097, -0.015], [-0.072, -0.010, 0.052], [-0.270, -0.014, -0.093], [-0.004, -0.111, -0.160], [-0.270, 0.081, -0.169], [-0.338, -0.228, -0.372], [0.279, -0.625, 1.926]],
  "lowdin_charge": [0.096, -0.366, -0.205, -0.039, -0.105, -0.279, -0.047, 0.132, 0.136, 0.083, 0.131, 0.129, 0.130, 0.128, 0.077],
  "homo_lumo_gap_ev": 10.8,
  "homo_energy_ha": -0.3746,
  "fmax_ha_per_bohr": 0.0398,
  "smiles": "O=C(CO)CCO",
  "e_lumo_ev": 0.592,
  "total_energy_ha": -382.904523,
  "relative_energy_kcal_mol": 37.8
}

***

6.
{
  "formula": "C14H12Br2FeN2O2",
  "method": "the ωB97M-V functional and the def2-TZVPD basis",
  "elements": ["Fe", "O", "C", "O", "C", "C", "C", "C", "C", "C", "N", "C", "C", "C", "C", "C", "C", "N", "H", "H", "H", "H", "H", "H", "H", "H", "H", "H", "Br", "C", "Br", "H", "H"],
  "xyz": [[-1.495, 1.306, -0.180], [5.927, 1.771, -0.311], [5.493, 0.538, -0.231], [6.220, -0.406, -0.098], [3.992, 0.310, -0.295], [3.564, -1.019, -0.327], [2.219, -1.325, -0.367], [1.273, -0.293, -0.372], [1.712, 1.038, -0.362], [3.057, 1.344, -0.319], [-0.103, -0.464, -0.379], [-0.711, -1.594, -0.377], [-2.157, -1.641, -0.368], [-2.842, -2.856, -0.322], [-4.227, -2.853, -0.292], [-4.893, -1.640, -0.354], [-4.141, -0.471, -0.420], [-2.819, -0.467, -0.408], [5.257, 2.456, -0.447], [4.304, -1.807, -0.317], [1.913, -2.360, -0.395], [0.970, 1.839, -0.411], [3.345, 2.386, -0.299], [-0.193, -2.551, -0.379], [-2.292, -3.782, -0.307], [-4.777, -3.780, -0.223], [-5.971, -1.589, -0.349], [-4.628, 0.496, -0.494], [-1.495, 1.707, 2.355], [-1.601, 3.641, 2.030], [-1.700, 3.907, 0.098], [-0.703, 4.122, 2.420], [-2.500, 4.041, 2.500]],
  "forces_ev_per_angstrom": [[0.107, -2.594, 0.131], [0.684, 1.186, -0.056], [-0.693, -1.371, 0.118], [0.016, 0.446, -0.054], [-0.027, 0.206, -0.037], [-0.081, 0.158, -0.009], [-0.355, 0.133, 0.012], [1.368, 0.745, -0.003], [-0.304, -0.409, -0.013], [0.098, -0.283, -0.009], [-2.165, 0.769, 0.283], [0.503, 0.285, -0.016], [-0.800, -0.566, 0.001], [0.458, 0.583, -0.031], [-0.246, 0.219, -0.009], [0.229, -0.053, -0.022], [-0.633, 0.190, -0.026], [1.278, 1.406, 0.345], [0.105, -0.358, 0.005], [0.054, 0.064, 0.009], [0.038, -0.080, 0.016], [0.164, -0.014, 0.044], [0.025, 0.016, -0.007], [0.133, 0.147, -0.030], [0.120, -0.135, 0.033], [-0.018, -0.045, -0.037], [-0.036, 0.042, -0.019], [-0.022, -0.066, 0.083], [-0.001, 0.232, -0.629], [0.018, -0.042, 0.225], [-0.004, -0.395, 0.112], [-0.068, -0.206, -0.206], [0.055, -0.209, -0.206]],
  "lowdin_charge": [0.514, 0.173, -0.486, 0.158, -0.080, 0.037, 0.028, -0.259, -0.023, 0.005, 0.048, -0.015, -0.234, 0.042, 0.012, 0.011, -0.081, 0.028, 0.111, 0.140, 0.117, 0.075, 0.120, 0.147, 0.134, 0.137, 0.131, 0.130, 0.817, -0.831, 0.809, 0.042, 0.042],
  "charge": 2,
  "homo_lumo_gap_ev": [6.0, 6.0],
  "homo_energy_ha": [-0.5538, -0.5538],
  "fmax_ha_per_bohr": 0.0505,
  "e_lumo_ev": [-9.058, -9.048],
  "total_energy_ha": -7211.763908
}